Entry 1:
ORCA calculation (ωB97M-V/def2-TZVPD) on C5H5BrN2O2S in the gas phase at a distorted geometry.

Positions of all 16 atoms, in Å:
1 Br 0.366 -3.637 -1.158
2 S -0.701 1.705 -0.883
3 O 0.247 2.185 -1.804
4 O 0.870 1.556 1.617
5 N 1.458 -0.704 1.459
6 N -2.123 1.349 -1.242
7 C -0.034 -0.919 -0.817
8 C 0.724 0.489 1.035
9 C -0.033 0.227 -0.119
10 C 0.625 -2.013 -0.276
11 C 1.296 -1.891 0.923
12 H 2.171 -0.556 2.264
13 H 1.873 -2.790 1.241
14 H -0.390 -0.767 -1.769
15 H -0.867 2.469 0.195
16 H -2.353 1.271 -2.171

* 2S+1: 1
* SMILES string: N=[S@H](=O)c1cc(Br)c[nH]c1=O
* energy relative to the best compared isomer or geometry (same formula, charge and spin): 4.7 kcal/mol
* HOMO-LUMO gap: 8.44 eV


Entry 2:
ORCA calculation (ωB97M-V/def2-TZVPD) on a gas-phase ion, C4H8NO2 (charge -1) at a distorted geometry.

Positions of all 15 atoms, in Å:
1 O -0.393 -2.471 1.390
2 O -1.838 -1.029 0.231
3 N -1.397 0.181 -0.413
4 C 0.050 0.223 -0.033
5 C 1.010 0.575 -1.139
6 C 0.249 1.011 1.234
7 C -0.638 -1.849 0.364
8 H 1.248 0.814 1.635
9 H 0.766 0.054 -2.066
10 H -0.335 -2.216 -0.643
11 H 0.140 2.102 1.100
12 H -0.483 0.683 1.972
13 H 1.037 1.658 -1.362
14 H 2.019 0.279 -0.846
15 H -1.436 -0.015 -1.424

* total charge: -1
* 2S+1: 1
* energy relative to the best compared isomer or geometry (same formula, charge and spin): 107.7 kcal/mol
* HOMO-LUMO gap: 5.89 eV


Entry 3:
ORCA calculation (ωB97M-V/def2-TZVPD) on a molecular structure, C2H9N3O at a distorted geometry.

Positions of all 15 atoms, in Å:
1 O -0.748 2.042 -0.246
2 N -0.219 0.831 1.945
3 N -0.344 -0.202 -1.721
4 N 0.630 -1.739 -0.327
5 C -0.004 0.578 0.471
6 C 0.070 -0.309 -0.499
7 H 0.628 0.535 2.594
8 H 0.126 -0.780 -2.365
9 H 0.378 -2.353 0.425
10 H -0.232 2.496 -0.875
11 H -0.818 0.658 -1.922
12 H 0.380 -2.217 -1.295
13 H -0.476 1.810 2.039
14 H 1.644 -1.744 -0.551
15 H -1.014 0.394 2.326

* total charge: +2
* 2S+1: 3
* energy relative to the best compared isomer or geometry (same formula, charge and spin): 52.1 kcal/mol
* HOMO-LUMO gap (spin up / spin down): 7.07 / 7.11 eV


Entry 4:
ORCA calculation (ωB97M-V/def2-TZVPD) on C2H3N3O in the gas phase at a distorted geometry.

Positions of all 9 atoms, in Å:
1 O 1.628 -1.125 -0.062
2 N 0.557 -0.335 -0.406
3 N -0.288 1.612 -0.046
4 N -1.169 0.608 0.282
5 C -0.672 -0.593 0.053
6 C 0.820 1.034 -0.494
7 H -2.019 0.818 0.780
8 H -1.209 -1.529 0.135
9 H 2.352 -0.491 -0.242

* 2S+1: 1
* energy relative to the best compared isomer or geometry (same formula, charge and spin): 105.6 kcal/mol
* HOMO-LUMO gap: 9.53 eV